A 2-piece molecular cluster, C4H15N2O2 overall. Source: OMol25; level of theory: ωB97M-V/def2-TZVPD.

**⟨S²⟩**: 0.75
**Gap between HOMO and LUMO (alpha / beta)**: 3.324 / 10.235 eV
**LUMO energy (alpha / beta)**: 0.6 / 0.5 eV
**Relative energy (zero: lowest compared OMol25 entry of this formula, charge and spin)**: 33.09 kcal per mole
**M**: 123.18 g mol⁻¹
**2S+1**: 2

Element x y z (Å)
H1 -1.38 -1.17 0.49
H2 -2.71 -3.07 2.01
H3 -0.76 3.06 -1.30
H4 -0.49 -1.69 -0.83
C1 1.69 -0.17 -0.40
N1 -0.44 -1.24 0.09
H5 3.07 -1.68 0.24
H6 -0.47 3.69 0.71
O1 -0.11 2.80 0.63
N2 2.35 -1.04 0.56
H7 1.96 -0.39 -1.43
H8 -0.57 0.80 -1.98
H9 -3.32 -3.13 0.63
H10 2.67 -0.56 1.39
C2 -0.09 2.44 -0.73
H11 0.91 2.48 -1.14
C3 0.25 0.06 -0.01
H12 2.17 0.81 -0.39
C4 -0.54 0.99 -0.91
H13 0.30 0.49 0.99
H14 0.02 -1.88 0.73
O2 -2.94 -2.49 1.26
H15 -1.59 0.91 -0.60

In elementary charge units, the Löwdin charges are: H 0.09; H 0.01; H 0.11; H 0.02; C -0.28; N 0.13; H 0.07; H 0.09; O -0.06; N 0.00; H 0.12; H 0.11; H 0.01; H 0.07; C -0.27; H 0.11; C -0.38; H 0.11; C -0.17; H 0.14; H 0.06; O -0.21; H 0.11

A 3-piece molecular cluster, C4H15N2O2 overall. Source: OMol25; level of theory: ωB97M-V/def2-TZVPD.

**Gap between HOMO and LUMO**: 4.587 eV
**LUMO energy**: -8.9 eV
**Charge**: +1
**Relative energy (zero: lowest compared OMol25 entry of this formula, charge and spin)**: 185.26 kcal per mole
**M**: 123.18 g mol⁻¹
**2S+1**: 1

Element x y z (Å)
C1 2.04 -1.33 0.53
H1 -0.94 -0.05 1.81
N1 3.10 -1.89 -0.32
H2 1.10 0.84 2.19
H3 -6.10 -2.15 -1.51
H4 -3.44 0.25 -0.93
C2 0.49 2.22 0.60
H5 -6.03 -1.16 -2.74
H6 2.88 0.69 0.31
C3 1.89 0.16 0.25
O1 -5.60 -1.41 -1.90
H7 2.37 -1.49 1.56
O2 -0.24 2.01 -0.57
H8 -3.10 -0.03 -0.32
H9 1.55 0.30 -0.77
H10 -0.15 2.76 1.32
H11 3.45 -2.82 -0.02
H12 -0.61 1.13 -0.29
N2 -0.39 0.01 0.96
H13 2.81 -2.01 -1.37
C4 0.81 0.79 1.16
H14 1.43 2.82 0.38
H15 1.05 -1.78 0.42

In elementary charge units, the Löwdin charges are: C -0.27; H 0.12; N 0.06; H 0.15; H 0.04; H 0.04; C -0.15; H 0.05; H 0.15; C -0.13; O -0.10; H 0.13; O 0.00; H 0.01; H 0.13; H 0.15; H 0.11; H 0.05; N 0.31; H 0.15; C -0.30; H 0.17; H 0.12

A 3-piece molecular cluster, C4H15N2O2 overall. Source: OMol25; level of theory: ωB97M-V/def2-TZVPD.

**Gap between HOMO and LUMO**: 9.075 eV
**LUMO energy**: -3.1 eV
**Charge**: +1
**Relative energy (zero: lowest compared OMol25 entry of this formula, charge and spin)**: 48.57 kcal per mole
**M**: 123.18 g mol⁻¹
**2S+1**: 1

Element x y z (Å)
H1 -0.88 -0.88 -2.01
C1 -1.07 -0.50 0.17
O1 -0.19 3.31 -1.72
H2 0.65 3.42 -1.25
C2 -0.26 -1.68 0.64
H3 0.94 -2.20 2.20
H4 -2.13 -0.91 0.37
H5 -0.66 -3.25 -0.81
N1 0.31 -1.46 1.92
H6 1.04 0.77 -0.43
H7 -1.54 0.74 -1.63
H8 -0.78 3.32 -0.95
H9 1.69 2.35 1.97
H10 -0.37 -1.27 2.65
H11 1.08 0.24 -2.09
H12 1.79 0.77 2.01
C3 -0.24 -2.92 0.13
H13 -1.36 0.24 0.91
N2 0.54 0.57 -1.29
C4 -0.87 -0.07 -1.27
O2 1.72 1.55 1.44
H14 0.29 1.55 -1.61
H15 0.31 -3.70 0.64

In elementary charge units, the Löwdin charges are: H 0.13; C -0.17; O -0.03; H 0.07; C -0.42; H 0.09; H 0.16; H 0.07; N 0.06; H 0.11; H 0.13; H 0.07; H 0.06; H 0.10; H 0.17; H 0.04; C 0.06; H 0.12; N 0.18; C -0.10; O -0.06; H 0.10; H 0.07

A 3-piece molecular cluster, C4H15N2O2 overall. Source: OMol25; level of theory: ωB97M-V/def2-TZVPD.

**Gap between HOMO and LUMO**: 9.893 eV
**LUMO energy**: -3.1 eV
**Charge**: +1
**Relative energy (zero: lowest compared OMol25 entry of this formula, charge and spin)**: 61.58 kcal per mole
**M**: 123.18 g mol⁻¹
**2S+1**: 1

Element x y z (Å)
H1 -0.97 -1.97 0.51
H2 2.54 -1.28 -0.33
H3 -0.47 2.11 -2.40
C1 1.23 0.29 -0.76
H4 2.30 -1.33 3.17
O1 -0.32 -2.46 0.00
C2 0.54 1.36 -0.42
H5 1.13 -2.25 2.78
H6 -2.81 0.32 0.40
N1 1.86 -0.71 0.17
H7 2.27 -0.26 0.99
H8 -0.83 3.02 -1.13
H9 -1.69 0.31 -1.75
H10 1.11 -0.22 -1.72
C3 -0.47 1.98 -1.27
H11 0.81 1.89 0.54
C4 -1.84 1.20 -1.13
N2 -2.03 0.91 0.30
O2 2.02 -2.00 2.51
H12 -0.70 -3.29 -0.28
H13 -2.12 1.68 0.93
H14 -2.54 1.82 -1.64
H15 0.99 -1.13 0.53

In elementary charge units, the Löwdin charges are: H 0.04; H 0.18; H 0.14; C -0.09; H 0.07; O -0.03; C -0.11; H 0.06; H 0.05; N 0.18; H 0.14; H 0.11; H 0.11; H 0.14; C -0.20; H 0.15; C -0.25; N 0.01; O -0.05; H 0.07; H 0.08; H 0.10; H 0.10

A 3-piece molecular cluster, C4H15N2O2 overall. Source: OMol25; level of theory: ωB97M-V/def2-TZVPD.

**⟨S²⟩**: 0.77
**Gap between HOMO and LUMO (alpha / beta)**: 8.904 / 4.351 eV
**LUMO energy (alpha / beta)**: -9.4 / -13.9 eV
**Charge**: +2
**Relative energy (zero: lowest compared OMol25 entry of this formula, charge and spin)**: 53.51 kcal per mole
**M**: 123.18 g mol⁻¹
**2S+1**: 2

Element x y z (Å)
H1 1.12 -1.48 -3.07
C1 1.57 -0.99 -1.14
H2 2.27 1.48 0.43
H3 -0.60 1.93 1.41
C2 1.71 -0.42 1.21
N1 0.76 -1.22 -2.15
H4 1.29 -0.79 2.15
H5 1.64 1.69 2.10
H6 -2.04 -2.17 -0.79
H7 2.84 -0.55 1.32
O1 -1.67 -1.29 -0.64
H8 0.22 2.62 0.06
H9 -3.72 1.54 0.49
C3 0.10 1.70 0.62
H10 -0.31 0.99 -0.10
H11 0.13 -1.41 0.26
H12 2.64 -0.77 -1.30
H13 -4.31 0.45 -0.17
H14 -2.37 -0.64 -0.43
H15 -0.26 -1.23 -1.99
N2 1.13 -1.13 0.12
O2 -3.61 0.57 0.50
C4 1.47 1.13 1.09

In elementary charge units, the Löwdin charges are: H 0.20; C 0.00; H 0.12; H 0.09; C -0.09; N 0.33; H 0.16; H 0.18; H 0.09; H 0.19; O -0.05; H 0.10; H 0.07; C -0.05; H 0.04; H 0.17; H 0.20; H 0.07; H 0.04; H 0.13; N 0.18; O -0.05; C -0.14

A 3-piece molecular cluster, C4H15N2O3 overall. Source: OMol25; level of theory: ωB97M-V/def2-TZVPD.

**Gap between HOMO and LUMO**: 11.606 eV
**LUMO energy**: -2.7 eV
**Charge**: +1
**Relative energy (zero: lowest compared OMol25 entry of this formula, charge and spin)**: 23.88 kcal per mole
**M**: 139.18 g mol⁻¹
**2S+1**: 1

Element x y z (Å)
N1 1.86 -1.45 1.92
H1 1.95 0.86 -2.04
H2 1.08 2.30 -2.39
H3 0.60 0.79 -3.20
H4 2.69 -1.88 1.49
H5 -0.98 1.39 2.07
C1 0.82 -1.27 -0.32
H6 -2.34 0.37 0.82
H7 -2.56 -1.16 1.19
H8 0.76 -2.40 -0.56
H9 1.78 -0.95 -0.75
C2 0.96 1.20 -2.24
H10 -0.50 -0.99 -1.82
H11 -1.04 1.45 -1.28
C3 0.79 -1.08 1.21
H12 -2.19 2.41 1.94
H13 1.89 -1.39 2.92
H14 -1.25 -0.61 -0.32
H15 0.37 1.36 -0.15
O1 -0.20 -0.58 1.73
N2 -0.32 -0.53 -0.96
O2 -1.60 1.76 1.44
O3 -2.53 -0.54 0.42
C4 -0.03 0.96 -1.12

In elementary charge units, the Löwdin charges are: N 0.20; H 0.06; H 0.11; H 0.10; H 0.13; H 0.04; C -0.04; H 0.04; H 0.10; H 0.18; H 0.12; C -0.08; H 0.15; H 0.15; C -0.49; H 0.13; H 0.12; H 0.10; H 0.13; O 0.03; N 0.03; O -0.06; O -0.06; C -0.19

A 2-piece molecular cluster, C4H15N3 overall. Source: OMol25; level of theory: ωB97M-V/def2-TZVPD.

**⟨S²⟩**: 0.75
**Gap between HOMO and LUMO (alpha / beta)**: 2.214 / 8.208 eV
**LUMO energy (alpha / beta)**: 3.5 / 3.4 eV
**Charge**: -1
**Relative energy (zero: lowest compared OMol25 entry of this formula, charge and spin)**: 4.68 kcal per mole
**M**: 105.18 g mol⁻¹
**2S+1**: 2

Element x y z (Å)
C1 -0.71 1.66 -1.52
H1 -2.24 3.08 -1.86
H2 -0.73 3.49 -2.41
N1 -1.22 3.02 -1.66
H3 0.29 -0.79 -0.71
H4 -1.86 0.66 -2.97
H5 0.37 1.70 -1.27
H6 2.61 -2.27 1.55
H7 1.28 -2.17 -0.34
H8 1.88 -1.53 3.08
H9 -1.32 1.21 -0.71
H10 -0.41 1.23 -3.47
H11 -0.49 -2.15 0.30
H12 -0.70 0.31 1.42
H13 1.13 -2.84 2.23
N2 -0.88 0.74 -2.66
C2 0.49 -1.54 0.08
H14 -0.64 -1.03 2.61
N3 1.05 -0.92 1.27
H15 0.42 0.36 2.86
C3 -0.03 -0.29 2.10
C4 1.71 -1.95 2.09

In elementary charge units, the Löwdin charges are: C -0.64; H -0.01; H -0.03; N -0.11; H 0.05; H -0.03; H 0.08; H 0.07; H 0.06; H 0.07; H 0.05; H -0.01; H 0.10; H 0.07; H 0.06; N -0.12; C -0.16; H 0.06; N -0.31; H 0.07; C -0.15; C -0.16

A 3-piece molecular cluster, C4H15N3O overall. Source: OMol25; level of theory: ωB97M-V/def2-TZVPD.

**Gap between HOMO and LUMO**: 3.145 eV
**LUMO energy**: -4.8 eV
**Relative energy (zero: lowest compared OMol25 entry of this formula, charge and spin)**: 216.59 kcal per mole
**M**: 121.18 g mol⁻¹
**2S+1**: 1

Element x y z (Å)
H1 -0.40 1.36 1.38
H2 0.72 -1.94 -0.47
C1 -1.33 -1.66 -0.88
C2 -0.01 -1.16 -0.43
C3 1.29 1.87 0.26
H3 1.07 0.44 1.60
H4 0.66 2.57 -0.30
N1 1.52 0.88 -0.78
H5 0.20 -0.10 -2.27
H6 2.15 0.22 -0.29
H7 -3.23 0.80 0.04
H8 2.13 2.43 0.63
H9 -2.10 -0.95 -0.29
H10 -0.10 -0.95 0.64
O1 2.35 -0.92 1.06
H11 2.94 -1.31 1.70
H12 -1.63 -2.69 -0.59
C4 0.29 0.17 -1.19
N2 -2.47 0.27 0.41
H13 -0.58 0.78 -0.96
N3 0.64 1.39 1.44
H14 -1.47 -1.59 -2.02
H15 -2.68 0.07 1.32

In elementary charge units, the Löwdin charges are: H 0.05; H 0.12; C -0.03; C -0.26; C -0.35; H 0.04; H 0.10; N -0.07; H 0.11; H 0.05; H 0.04; H 0.10; H 0.06; H 0.09; O -0.26; H -0.05; H 0.11; C -0.22; N 0.17; H 0.08; N 0.00; H 0.13; H 0.00

A 2-piece molecular cluster, C4H15N3O overall. Source: OMol25; level of theory: ωB97M-V/def2-TZVPD.

**⟨S²⟩**: 0.75
**Gap between HOMO and LUMO (alpha / beta)**: 2.946 / 7.752 eV
**LUMO energy (alpha / beta)**: -3.2 / -3.2 eV
**Charge**: +1
**Relative energy (zero: lowest compared OMol25 entry of this formula, charge and spin)**: 86.91 kcal per mole
**M**: 121.18 g mol⁻¹
**2S+1**: 2

Element x y z (Å)
H1 3.46 -1.80 0.29
H2 -2.68 0.78 -0.39
H3 -1.41 -1.00 0.45
H4 2.84 -3.01 1.16
H5 0.46 -0.51 -1.73
H6 -2.98 1.98 0.97
H7 2.43 -2.50 -0.37
N1 2.67 -2.30 0.54
H8 -0.17 1.77 0.15
C1 1.61 -1.39 1.15
N2 1.12 -0.73 -0.98
H9 -1.15 2.53 -2.54
H10 1.66 -1.27 2.33
H11 -2.04 2.39 -0.35
H12 -0.66 1.75 1.90
H13 -0.74 -0.55 2.06
N3 -2.24 1.58 0.29
H14 2.08 -0.36 -1.20
H15 -2.41 1.62 -3.03
C2 0.76 -0.79 0.29
C3 -0.87 1.27 0.83
C4 -0.57 -0.26 0.95
O1 -1.89 1.92 -2.25

In elementary charge units, the Löwdin charges are: H 0.09; H 0.21; H 0.14; H 0.11; H 0.09; H 0.20; H 0.10; N 0.17; H 0.10; C -0.15; N 0.03; H 0.10; H 0.13; H 0.12; H 0.17; H 0.13; N 0.08; H 0.04; H 0.08; C -0.52; C -0.19; C -0.15; O -0.10

A 2-piece molecular cluster, C4H15N3O overall. Source: OMol25; level of theory: ωB97M-V/def2-TZVPD.

**⟨S²⟩**: 0.75
**Gap between HOMO and LUMO (alpha / beta)**: 3.366 / 7.335 eV
**LUMO energy (alpha / beta)**: -2.9 / -3.0 eV
**Charge**: +1
**Relative energy (zero: lowest compared OMol25 entry of this formula, charge and spin)**: 64.24 kcal per mole
**M**: 121.18 g mol⁻¹
**2S+1**: 2

Element x y z (Å)
H1 -0.90 2.50 -2.81
N1 1.68 -2.25 -0.77
C1 0.43 1.21 0.21
H2 0.04 1.64 1.13
H3 -0.09 -0.37 2.13
H4 0.23 1.19 -2.63
N2 0.26 -1.05 1.43
N3 -0.23 2.03 -2.21
H5 -3.66 -0.19 2.27
C2 1.43 -0.88 -0.76
H6 -1.09 2.70 -0.38
H7 -1.58 1.15 -0.67
C3 -0.67 1.73 -0.78
C4 0.71 -0.27 0.26
H8 1.39 1.59 -0.17
H9 -0.53 -1.60 1.09
H10 1.85 -0.41 -1.67
H11 -2.85 -1.36 2.58
O1 -2.73 -0.46 2.24
H12 1.49 -2.98 -0.12
H13 1.07 -1.57 1.80
H14 2.23 -2.53 -1.58
H15 0.59 2.64 -2.06

In elementary charge units, the Löwdin charges are: H 0.16; N 0.01; C -0.19; H 0.11; H 0.15; H 0.15; N 0.17; N 0.18; H 0.05; C -0.24; H 0.13; H 0.11; C -0.16; C -0.38; H 0.10; H 0.15; H 0.08; H 0.05; O -0.08; H 0.07; H 0.15; H 0.08; H 0.16

A 2-piece molecular cluster, C4H15N3O overall. Source: OMol25; level of theory: ωB97M-V/def2-TZVPD.

**Gap between HOMO and LUMO**: 9.671 eV
**LUMO energy**: -6.6 eV
**Charge**: +2
**Relative energy (zero: lowest compared OMol25 entry of this formula, charge and spin)**: 24.37 kcal per mole
**M**: 121.18 g mol⁻¹
**2S+1**: 1

Element x y z (Å)
H1 -0.49 -2.90 -0.38
N1 -1.03 1.57 0.52
H2 1.91 1.06 2.24
C1 -0.67 0.51 -0.48
H3 -0.83 1.21 1.45
C2 -1.05 -0.89 -0.09
H4 1.98 -2.24 0.14
H5 0.42 -1.91 -1.41
H6 0.91 -2.46 1.40
C3 0.01 -1.95 -0.42
H7 -0.12 2.93 -1.74
H8 -2.02 -1.18 -0.51
H9 1.10 0.17 3.17
H10 1.26 -0.94 0.92
H11 -0.07 0.07 -2.39
H12 -1.25 -1.01 0.98
N2 1.13 -1.91 0.58
O1 1.12 0.49 2.25
H13 -0.48 2.43 0.42
N3 0.13 2.08 -2.21
H14 -2.01 1.83 0.45
C4 -0.23 0.88 -1.69
H15 0.30 2.16 -3.19

In elementary charge units, the Löwdin charges are: H 0.14; N 0.24; H 0.10; C -0.24; H 0.13; C -0.13; H 0.18; H 0.13; H 0.18; C -0.13; H 0.11; H 0.14; H 0.10; H 0.12; H 0.14; H 0.13; N 0.21; O -0.04; H 0.17; N 0.14; H 0.19; C -0.12; H 0.12